Below is a 2-piece molecular cluster, C4H9N3S overall in a non-equilibrium geometry, with properties calculated with wB97M-V/def2-TZVPD.

charge = 0
maximum force = 8.49 eV Å⁻¹
energy relative to the best compared isomer or geometry (same formula, charge and spin) = 748.68 kJ/mol
HOMO energy = -8.38 eV

Cartesian coordinates (Å):
S  -0.1809  0.1447  -2.9082
N  -0.2918  -0.0384  2.6603
N  0.4489  -1.3309  -0.0419
N  1.3904  -0.1274  -2.2164
C  -1.5798  0.2700  0.5511
C  -0.3705  0.7634  1.4718
C  1.1566  -1.1937  -1.2343
C  -0.0242  0.1240  0.0546
H  0.4623  0.9260  -0.5253
H  0.2342  -0.9446  2.1894
H  1.6551  -2.2085  -1.4857
H  -2.2051  1.0570  0.0363
H  0.4680  0.3451  3.4557
H  -1.9228  -0.8245  0.7732
H  -0.4200  1.7664  1.7825
H  2.0607  -0.2174  -2.9600
H  -0.8811  1.4888  -1.6032

=====

Below is one molecule with the formula C4H9N3S in a non-equilibrium geometry, with properties calculated with wB97M-V/def2-TZVPD.

SMILES = S[C@@H]1CN=CNNC1
charge = 0
maximum force = 4.19 eV Å⁻¹
energy relative to the best compared isomer or geometry (same formula, charge and spin) = 216.51 kJ/mol
HOMO energy = -8.78 eV

Cartesian coordinates (Å):
S  -0.1121  -2.1549  0.8816
N  1.0653  0.8476  -0.7155
N  -1.7116  0.1130  -0.4670
N  0.4122  0.0567  -1.5712
C  -0.9654  -0.0309  -1.5089
C  0.1373  -0.4098  1.2580
C  1.3182  0.2345  0.6235
C  -1.1183  0.2812  0.8456
H  0.9042  -0.1757  -2.5196
H  -0.9062  1.3714  0.9604
H  -0.3115  -1.9520  -0.3992
H  -1.9727  0.1161  1.5082
H  2.1018  -0.4844  0.5128
H  1.7590  1.0104  1.3345
H  -1.5054  -0.3396  -2.4519
H  0.2518  -0.2986  2.3445
H  0.6534  1.8150  -0.6357

=====

Below is one molecule with the formula C4H9N5 in a non-equilibrium geometry, with properties calculated with wB97M-V/def2-TZVPD.

SMILES = NCCCc1nnn[nH]1
charge = 0
maximum force = 7.10 eV Å⁻¹
energy relative to the best compared isomer or geometry (same formula, charge and spin) = 418.92 kJ/mol
HOMO energy = -9.51 eV

Cartesian coordinates (Å):
N  -1.7165  -1.0759  0.1457
N  3.7821  -0.1583  -0.7006
N  -1.7874  0.9991  -0.0388
N  -2.8990  0.5418  -0.5179
N  -2.9064  -0.6795  -0.3660
C  1.4677  0.0951  -0.1508
C  0.3162  -0.0406  0.8571
C  -1.0201  -0.1171  0.3806
C  2.8712  0.1248  0.2897
H  3.2464  1.3228  0.6862
H  2.9728  -0.4045  1.2700
H  -1.6207  1.8520  0.1897
H  4.8151  0.1732  -0.6267
H  0.5389  -0.9168  1.6416
H  3.7783  -1.0610  -0.9299
H  1.1959  1.2002  -0.7581
H  1.3431  -0.8066  -0.8404
H  0.6106  0.8784  1.4510

=====

Below is one molecule with the formula C4H9N5 in a non-equilibrium geometry, with properties calculated with wB97M-V/def2-TZVPD.

SMILES = CC[C@H](N)c1nnn[nH]1
charge = 0
maximum force = 4.02 eV Å⁻¹
energy relative to the best compared isomer or geometry (same formula, charge and spin) = 259.78 kJ/mol
HOMO energy = -9.92 eV

Cartesian coordinates (Å):
N  -1.5778  1.4971  -1.2134
N  1.3434  1.3481  -0.5924
N  -3.1444  0.7237  -0.0413
N  -2.0639  0.1203  0.3663
N  -2.9051  1.4875  -0.9836
C  0.6038  -2.0183  0.9960
C  -1.0622  0.5826  -0.3748
C  0.5235  0.1886  -0.3818
C  1.0595  -0.6182  0.8082
H  2.0898  -0.7946  0.4211
H  1.2391  2.1430  0.0693
H  -0.4871  -2.3122  1.2314
H  2.3604  1.1531  -0.5776
H  1.0928  -2.6543  1.7471
H  0.8385  0.0124  1.6585
H  -1.3748  2.0051  -2.0193
H  0.6076  -0.2603  -1.2946
H  0.8569  -2.6036  0.1811

=====

Below is an isolated ion of composition C4H9N5O2 and charge +2 in a non-equilibrium geometry, with properties calculated with wB97M-V/def2-TZVPD.

SMILES = [H]/N=C(\[NH+]=C\[NH3+])C(/N=O)=C(/N)O
charge = +2
maximum force = 4.71 eV Å⁻¹
energy relative to the best compared isomer or geometry (same formula, charge and spin) = 122.85 kJ/mol
HOMO energy (alpha / beta) = -15.48 / -17.86 eV

Cartesian coordinates (Å):
O  2.4022  -1.9744  -0.9588
O  0.5175  2.0135  0.7867
N  0.0779  -2.1489  0.3383
N  1.2239  1.0584  0.4303
N  3.3994  0.0827  -0.7882
N  -3.0669  1.4195  0.4345
N  -1.4152  -0.3171  0.3160
C  -0.2058  -0.9733  0.0205
C  -1.8327  0.8672  -0.0656
C  1.0630  -0.1051  -0.1373
C  2.3368  -0.7300  -0.6609
H  -3.7877  1.6587  -0.2269
H  -2.8525  2.3629  0.7471
H  1.8118  -2.5817  -0.4766
H  3.6046  1.0712  -0.5704
H  -1.0628  1.5175  -0.5261
H  4.1832  -0.4248  -1.2237
H  -3.6503  0.7524  1.0403
H  -0.5326  -2.7862  0.6397
H  -2.2139  -0.7623  0.8811

=====

Below is a 2-piece molecular cluster, C4H9NO overall in a non-equilibrium geometry, with properties calculated with wB97M-V/def2-TZVPD.

2S+1 = 2
charge = -1
maximum force = 2.26 eV Å⁻¹
energy relative to the best compared isomer or geometry (same formula, charge and spin) = 180.82 kJ/mol
HOMO energy (alpha / beta) = 0.20 / -3.62 eV

Cartesian coordinates (Å):
O  1.0222  0.7577  0.7156
N  -1.4422  -0.6783  0.5126
C  -1.1703  -0.7647  -0.7954
C  -1.6092  -1.8995  1.2321
C  1.6565  1.3415  -1.4712
C  1.6309  1.5873  -0.1346
H  1.9615  0.3413  -1.7422
H  -0.7021  -2.5329  1.2503
H  1.6153  2.1901  -2.1409
H  0.2187  0.2796  0.3586
H  -0.9987  -1.7024  -1.3484
H  -1.1928  0.0813  -1.4795
H  -2.4390  -2.4885  0.7992
H  -1.8778  -1.6359  2.2586
H  1.9324  2.5467  0.2878

=====

Below is a 2-piece molecular cluster, C4H9NO overall in a non-equilibrium geometry, with properties calculated with wB97M-V/def2-TZVPD.

SMILES = CC#CN.CO
charge = 0
maximum force = 1.56 eV Å⁻¹
energy relative to the best compared isomer or geometry (same formula, charge and spin) = 298.78 kJ/mol
HOMO energy = -8.51 eV

Cartesian coordinates (Å):
O  -0.7804  1.3986  -0.8702
N  -1.8309  -1.3416  -0.1360
C  0.0993  1.5048  -1.9605
C  -0.7363  -1.0711  0.5949
C  1.5081  -0.7877  1.9619
C  0.3021  -0.7934  1.1492
H  0.9536  2.1504  -1.7258
H  1.6215  0.1707  2.4719
H  -2.6508  -1.5748  0.4099
H  2.3885  -0.9563  1.3398
H  0.4747  0.5233  -2.2713
H  -0.4676  1.9279  -2.7908
H  -2.0587  -0.6201  -0.8120
H  -0.2852  1.0433  -0.0766
H  1.4622  -1.5740  2.7156

=====

Below is one molecule with the formula C4H9NO, with properties calculated with wB97M-V/def2-TZVPD.

SMILES = CCN(C)C=O
charge = 0
maximum force = 0.42 eV Å⁻¹
energy relative to the best compared isomer or geometry (same formula, charge and spin) = 100.37 kJ/mol
HOMO energy = -9.39 eV

Cartesian coordinates (Å):
O  -0.1699  1.7067  1.5222
N  -0.5816  -0.0685  0.0892
C  -1.6029  -1.0320  -0.2844
C  1.8596  0.6223  -0.1031
C  0.6140  0.0172  -0.7777
C  -0.8355  0.7629  1.1382
H  0.8261  -1.0106  -1.0995
H  -1.2195  -2.0582  -0.2418
H  2.2729  1.4453  -0.6942
H  -2.4492  -0.9580  0.4066
H  2.6460  -0.1198  0.0577
H  -1.7647  0.4812  1.6696
H  1.5690  1.0519  0.8527
H  0.3537  0.5755  -1.6883
H  -1.9870  -0.8455  -1.2958

=====

Below is C4H9NO as an isolated structure, with properties calculated with wB97M-V/def2-TZVPD.

charge = 0
maximum force = 0.47 eV Å⁻¹
energy relative to the best compared isomer or geometry (same formula, charge and spin) = 519.36 kJ/mol
HOMO energy = -7.20 eV

Cartesian coordinates (Å):
O  -1.1353  0.8250  -2.1247
N  0.1763  -0.6620  -0.9828
C  0.2650  1.4682  0.6587
C  0.0112  -1.3371  1.3679
C  -0.2448  0.0085  -2.1051
C  -0.4032  -0.5109  0.2788
H  0.9939  -1.7977  1.3653
H  0.0228  1.9627  1.6094
H  0.9130  -1.3460  -1.0698
H  -1.4364  -0.1807  0.2595
H  0.3194  -0.2938  -3.0050
H  1.3361  1.5572  0.4399
H  -0.7144  -1.6432  2.1104
H  0.2232  0.0942  1.3021
H  -0.3139  1.9386  -0.1407

=====

Below is a 2-piece molecular cluster, C4H9NO overall in a non-equilibrium geometry, with properties calculated with wB97M-V/def2-TZVPD.

charge = 0
maximum force = 2.20 eV Å⁻¹
energy relative to the best compared isomer or geometry (same formula, charge and spin) = 541.94 kJ/mol
HOMO energy (alpha / beta) = -8.58 / -8.67 eV

Cartesian coordinates (Å):
O  0.7231  0.3490  1.7818
N  0.3218  -0.1195  -0.3211
C  -0.5332  0.3692  1.9005
C  1.1231  -0.9702  -1.1624
C  -1.3191  -0.6857  1.4476
C  0.0514  1.1435  -0.9533
H  -2.4059  -0.6198  1.4575
H  -0.4978  1.7881  -0.2583
H  -1.0319  1.3168  2.1719
H  0.9780  1.6487  -1.2656
H  1.3213  -1.9144  -0.6470
H  0.6234  -1.1775  -2.1242
H  -0.8746  -1.6499  1.2340
H  -0.5614  1.0065  -1.8595
H  2.0818  -0.4848  -1.4019

=====

Below is C4H9NO as an isolated structure in a non-equilibrium geometry, with properties calculated with wB97M-V/def2-TZVPD.

charge = 0
maximum force = 4.47 eV Å⁻¹
energy relative to the best compared isomer or geometry (same formula, charge and spin) = 728.31 kJ/mol
HOMO energy = -8.13 eV

Cartesian coordinates (Å):
O  3.3373  -0.6214  -0.5029
N  1.3178  0.9319  0.3099
C  0.0652  0.2249  0.0413
C  -1.0884  0.4605  0.7382
C  -2.2720  -0.2779  0.5103
C  -2.6557  -0.5138  -0.9127
H  1.1497  1.9184  0.1701
H  -2.4138  -1.3517  -0.0364
H  2.4979  -0.2524  -0.1292
H  3.8134  -1.1422  0.1423
H  -3.6603  -0.2446  -1.1827
H  -1.9984  -0.7819  -1.7411
H  -0.9293  1.2334  1.5057
H  1.6075  0.7145  1.2572
H  0.2704  -0.7712  -0.3691

=====

Below is one molecule with the formula C4H9NO, with properties calculated with wB97M-V/def2-TZVPD.

SMILES = CN(C)CC=O
charge = 0
maximum force = 0.49 eV Å⁻¹
energy relative to the best compared isomer or geometry (same formula, charge and spin) = 194.50 kJ/mol
HOMO energy = -8.72 eV

Cartesian coordinates (Å):
O  3.0343  -0.1343  -0.5302
N  -0.4917  -0.1754  0.4449
C  -0.6196  1.2669  0.3997
C  2.0034  0.2248  -0.0123
C  0.8327  -0.7276  0.1650
C  -1.5022  -0.8248  -0.3667
H  -0.3721  1.7134  -0.5833
H  -1.4379  -1.9106  -0.2414
H  0.8251  -1.3429  -0.7461
H  -1.6578  1.5250  0.6315
H  -1.3995  -0.5965  -1.4453
H  1.1241  -1.4071  0.9811
H  -2.4973  -0.5055  -0.0411
H  1.9051  1.2550  0.3815
H  0.0065  1.7402  1.1633

=====

- Number 6 is which compound?
  C4H9NO